a.
The following is a DFT calculation (ωB97M-V with the def2-TZVPD basis set) of a molecular structure, C9H11NO3.

Values from the calculation:
Charge: 0
Spin multiplicity: 1
E_HOMO (hartree): -0.298
Orbital gap (eV): 7.666

Last column: Löwdin charge in e.
Positions of all 24 atoms, in Å:
C1 1.90 0.18 0.38  -0.360
C2 2.61 -1.07 -0.03  -0.442
C3 0.82 0.66 -0.72  -0.118
C4 -0.59 0.24 -0.53  -0.265
C5 -1.11 -1.11 -0.55  -0.041
C6 -1.57 1.26 -0.42  -0.088
C7 -2.30 -1.50 0.01  -0.046
C8 -2.93 0.89 -0.14  -0.019
C9 -3.30 -0.52 0.31  -0.325
H1 2.92 1.75 1.93  0.212
H2 2.87 2.30 -0.11  0.202
H3 1.53 -0.17 1.37  0.158
H4 0.98 1.84 -0.75  0.106
H5 1.50 0.21 -1.66  0.179
H6 -0.42 -1.90 -1.06  0.137
H7 -0.96 2.25 -0.45  0.128
H8 -2.36 -2.48 -0.11  0.057
H9 -3.64 1.92 -0.42  0.169
H10 -4.52 -1.78 1.54  0.333
H11 4.40 -0.24 0.21  0.124
N1 3.01 1.18 0.68  -0.101
O1 1.82 -2.01 -0.37  0.030
O2 -4.62 -0.71 0.64  -0.086
O3 3.97 -1.16 0.25  0.058

***

b.
The following is a DFT calculation (ωB97M-V with the def2-TZVPD basis set) of C9H11NO3 in the gas phase.

Values from the calculation:
Charge: 0
Spin multiplicity: 1
E_HOMO (hartree): -0.314
Orbital gap (eV): 9.121

Last column: Löwdin charge in e.
Positions of all 24 atoms, in Å:
N1 0.76 -1.33 -3.10  0.062
C1 0.08 -1.07 -1.76  -0.359
C2 0.78 0.08 -1.15  -0.157
C3 0.36 0.35 0.25  -0.241
C4 -0.36 1.57 0.58  0.011
C5 -0.35 2.05 1.92  -0.019
C6 0.01 1.24 2.98  -0.343
O1 -0.10 1.45 4.30  0.054
C7 0.72 0.07 2.60  -0.022
C8 0.97 -0.34 1.27  -0.052
C9 -1.44 -1.13 -1.79  -0.403
O2 -2.17 -1.98 -1.20  0.063
O3 -1.90 -0.22 -2.71  0.085
H1 0.74 -2.38 -3.04  0.094
H2 0.05 -0.96 -3.75  0.080
H3 0.33 -1.91 -1.04  0.153
H4 0.88 0.94 -1.79  0.119
H5 1.82 -0.50 -1.14  0.160
H6 -0.57 2.25 -0.22  0.100
H7 -0.81 3.01 2.11  0.111
H8 0.42 0.76 4.76  0.108
H9 1.08 -0.63 3.45  0.137
H10 1.52 -1.28 1.03  0.131
H11 -2.84 -0.02 -2.57  0.130

***

The relative energies come out as a 7.349; b 0.000, with values in eV.